# 1
Entry from OMol25: a structure of composition C3H18N6O6 in a non-equilibrium geometry (ωB97M-V/def2-TZVPD).

Properties
Spin multiplicity = 1
Calculated total energy = -904.59605 hartree
Energy relative to the best compared isomer or geometry (same formula, charge and spin) = 17.2340 eV
HOMO-LUMO gap = 8.73 eV

Cartesian coordinates (Å):
1 C -0.1132 1.2003 -1.8323
2 O 0.9232 0.5426 -1.8792
3 N -0.1763 2.2965 -1.1428
4 N -1.1608 0.8659 -2.4996
5 H -1.0197 2.8515 -1.1703
6 H 0.6534 2.7387 -0.7737
7 H -0.8029 0.0788 -3.0217
8 H -2.1452 1.0916 -2.5154
9 C 1.3486 2.6546 0.4037
10 O 1.2812 3.5511 -0.4179
11 N 2.3677 2.2014 0.9495
12 N 0.4191 1.7810 0.6455
13 H 3.2683 2.6585 0.9429
14 H 2.3036 1.3031 1.4068
15 H 0.5087 1.1531 1.4315
16 H -0.5533 1.9934 0.4741
17 C -0.3091 -1.3736 0.0525
18 O -0.7498 -2.2610 0.7002
19 N -0.5231 -1.2212 -1.2348
20 N 0.4413 -0.4252 0.4445
21 H 0.2451 -0.6859 -1.6134
22 H -1.0704 -1.8395 -1.8165
23 H 0.6110 -0.3787 1.4391
24 H 0.4135 0.4139 -0.1168
25 O -1.8208 -3.2696 -1.3990
26 H -1.2713 -2.8368 -0.7456
27 H -2.7171 -3.0689 -1.1297
28 O -1.1127 -2.0507 2.4530
29 H -0.9512 -1.9652 1.5134
30 H -1.6318 -1.2788 2.6786
31 O 1.1850 -2.3404 2.2202
32 H 1.8088 -2.3021 2.9452
33 H 0.3500 -2.0782 2.6079


# 2
Entry from OMol25: the molecule C5H11NS2 in a non-equilibrium geometry (ωB97M-V/def2-TZVPD).

Properties
SMILES string = CSC(=S)NC(C)C
Spin multiplicity = 1
Calculated total energy = -1048.23805 hartree
Energy relative to the best compared isomer or geometry (same formula, charge and spin) = 0.0000 eV
HOMO-LUMO gap = 8.92 eV

Cartesian coordinates (Å):
1 C -1.7340 -2.0582 1.3177
2 S -1.3434 -0.8589 0.0567
3 C 0.1922 -0.2319 0.5507
4 S 0.8305 -0.6573 1.9780
5 N 0.8015 0.6386 -0.2382
6 C 0.4964 1.0630 -1.5913
7 C -0.4202 2.2688 -1.5087
8 C 1.8062 1.2520 -2.3604
9 H -1.6783 -1.5919 2.2962
10 H -2.7546 -2.3999 1.0888
11 H -1.0890 -2.9457 1.3378
12 H 1.7023 0.9603 0.1609
13 H -0.0681 0.2836 -2.1088
14 H -0.6742 2.6425 -2.5004
15 H -1.3852 2.0666 -0.9641
16 H 0.1955 3.0915 -1.0837
17 H 1.6794 1.6445 -3.4140
18 H 2.3271 2.0020 -1.7853
19 H 2.2983 0.2718 -2.3619


# 3
Entry from OMol25: the molecule C2HN3O2 in a non-equilibrium geometry (ωB97M-V/def2-TZVPD).

Properties
Spin multiplicity = 1
Calculated total energy = -391.38319 hartree
Energy relative to the best compared isomer or geometry (same formula, charge and spin) = 5.9209 eV
HOMO-LUMO gap (alpha / beta) = 7.98 / 7.93 eV

Cartesian coordinates (Å):
1 C -1.0063 0.1543 0.2843
2 C 0.0362 -0.7798 -0.0934
3 N -0.7262 1.3626 0.0336
4 N -0.0442 2.1813 -0.2223
5 N 1.3241 -0.0167 -0.0693
6 O 2.3880 -0.5747 -0.2425
7 O -0.0645 -1.9517 -0.2829
8 H -1.9072 -0.3754 0.5925


# 4
Entry from OMol25: a cluster of 2 separate species, C4H8O3Si in total in a non-equilibrium geometry (ωB97M-V/def2-TZVPD).

Properties
Spin multiplicity = 3
Calculated total energy = -672.27730 hartree
HOMO-LUMO gap (alpha / beta) = 7.13 / 7.14 eV

Cartesian coordinates (Å):
1 C -0.3821 2.5228 -1.0427
2 C -0.5829 -2.7260 0.4460
3 C -0.0923 1.3444 -1.8553
4 C -0.5057 -2.5085 1.7451
5 O 0.7481 0.0055 1.5206
6 O 0.5758 -0.9127 4.1345
7 O 0.2696 0.3422 -1.3401
8 Si 0.2367 -0.9777 2.6620
9 H -0.2262 3.6056 -1.5338
10 H 0.2912 2.5243 -0.2109
11 H -0.7307 -3.7922 0.1334
12 H -0.5273 -1.9261 -0.4345
13 H 0.1352 1.4553 -2.9296
14 H -0.7717 -3.3208 2.3942
15 H 0.7637 -0.1376 0.5497
16 H -1.3111 2.5528 -0.5480


# 5
Entry from OMol25: a cluster of 3 separate species, C28H46N4O6PS in total (ωB97M-V/def2-TZVPD).

Properties
Spin multiplicity = 1
Calculated total energy = -2504.10608 hartree
Charge = +1
HOMO-LUMO gap = 8.24 eV

Cartesian coordinates (Å):
1 C 2.8103 -3.2831 3.9688
2 O 2.2013 -3.1631 2.7025
3 C 2.8676 -3.8446 1.6580
4 C 1.8354 -4.4564 0.7146
5 C 0.5229 -3.7102 0.4156
6 C 0.4464 -2.3678 -0.3698
7 P -0.7909 -2.6251 -1.7307
8 S -2.5143 -3.3836 -1.3357
9 C 1.7192 -1.7849 -0.9832
10 C 2.2569 -0.6678 -0.0615
11 C 2.6099 0.5820 -0.8794
12 C 2.9734 1.8386 -0.0892
13 O 2.8837 2.9647 -0.9547
14 C 4.3637 1.8449 0.5285
15 N 4.3765 2.6170 1.7635
16 C 1.1295 -0.4093 0.9436
17 N -0.0754 -1.1494 0.4207
18 C -1.2577 -1.3477 1.3559
19 C -1.1907 -0.4982 2.6171
20 C -2.5320 -0.5225 3.3923
21 C -3.0703 -1.9413 3.5946
22 C -3.5702 0.4065 2.7314
23 H 2.3212 -2.5740 4.6392
24 H 3.8812 -3.0397 3.9194
25 H 2.6946 -4.2950 4.3775
26 H 3.5620 -3.1596 1.1525
27 H 3.4810 -4.6508 2.0773
28 H 2.3291 -4.7291 -0.2250
29 H 1.5076 -5.4027 1.1613
30 H -0.0373 -3.6087 1.3434
31 H -0.0736 -4.4215 -0.1728
32 H 0.0502 -3.2887 -2.6259
33 H -0.7759 -1.3126 -2.2317
34 H 2.4556 -2.5603 -1.2026
35 H 1.4542 -1.3189 -1.9459
36 H 3.1222 -1.0314 0.4905
37 H 1.7307 0.8491 -1.4823
38 H 3.4192 0.3600 -1.5898
39 H 2.2423 1.9751 0.7173
40 H 2.0074 3.3183 -0.9235
41 H 5.0149 2.3500 -0.1912
42 H 4.7325 0.8153 0.6463
43 H 5.3061 2.6771 2.1503
44 H 3.8077 2.1694 2.4704
45 H 1.3549 -0.7986 1.9273
46 H 0.8364 0.6350 0.9968
47 H -0.4273 -0.5057 -0.2913
48 H -1.2999 -2.4067 1.5876
49 H -2.1476 -1.1233 0.7596
50 H -0.9677 0.5427 2.3466
51 H -0.3811 -0.8462 3.2672
52 H -2.3003 -0.1199 4.3860
53 H -3.9310 -1.9262 4.2686
54 H -3.4107 -2.3864 2.6498
55 H -2.3208 -2.6074 4.0374
56 H -3.3764 0.5544 1.6633
57 H -4.5842 0.0066 2.8144
58 H -3.5795 1.4010 3.1902
59 C -1.6430 6.0774 2.7515
60 C -0.3892 5.5386 2.4895
61 C -0.2657 4.4419 1.6543
62 C -1.4197 3.9143 1.0999
63 C -2.6805 4.4324 1.3383
64 C -2.7830 5.5269 2.1797
65 N -1.3096 2.7545 0.2137
66 O -0.1995 2.2571 0.0572
67 O -2.3006 2.3153 -0.3085
68 H -1.7314 6.9365 3.4022
69 H 0.4963 5.9750 2.9293
70 H 0.7015 4.0157 1.4313
71 H -3.5483 3.9864 0.8767
72 H -3.7553 5.9521 2.3845
73 C -1.4675 1.8414 -7.0128
74 C -2.4643 1.0586 -7.5786
75 C -2.6974 -0.2232 -7.1071
76 C -1.9157 -0.6878 -6.0674
77 C -0.9161 0.0690 -5.4865
78 C -0.6938 1.3472 -5.9701
79 N -2.1608 -2.0520 -5.5661
80 O -2.9983 -2.7139 -6.1174
81 O -1.5035 -2.4398 -4.6188
82 H -1.2891 2.8396 -7.3884
83 H -3.0629 1.4433 -8.3923
84 H -3.4630 -0.8553 -7.5300
85 H -0.3213 -0.3457 -4.6873
86 H 0.0884 1.9553 -5.5374


# 6
Entry from OMol25: a cluster of 2 separate species, H2N2O2S in total in a non-equilibrium geometry (ωB97M-V/def2-TZVPD).

Properties
Spin multiplicity = 1
Calculated total energy = -659.20457 hartree
Energy relative to the best compared isomer or geometry (same formula, charge and spin) = 2.7033 eV
HOMO-LUMO gap (alpha / beta) = 7.72 / 7.57 eV

Cartesian coordinates (Å):
1 N -0.1017 0.1090 -0.3987
2 N -3.0047 -0.9716 -0.0461
3 O -2.5270 -0.8349 1.0335
4 O -4.0739 -0.9661 -0.4946
5 S -0.8250 -0.4508 -1.8389
6 H -0.6254 -0.1700 0.3988
7 H 0.1431 0.9936 -0.5176


# 7
Entry from OMol25: the molecule C4H3NO in a non-equilibrium geometry (ωB97M-V/def2-TZVPD).

Properties
Spin multiplicity = 1
Calculated total energy = -284.04839 hartree
Energy relative to the best compared isomer or geometry (same formula, charge and spin) = 3.3936 eV
HOMO-LUMO gap = 9.17 eV

Cartesian coordinates (Å):
1 C -0.8203 0.1916 -0.3835
2 C 0.4240 -0.0722 0.3972
3 C -1.9984 0.4487 0.1030
4 C 1.6600 0.7135 0.0330
5 N 1.6194 -0.5397 -0.2814
6 O -3.0504 0.6075 0.5955
7 H -0.4492 0.1776 -1.4078
8 H 0.3332 -0.2328 1.4631
9 H 2.2817 -1.2942 -0.5191